--- i ---
ORCA calculation (ωB97M-V/def2-TZVPD) on a 16-piece molecular cluster, C61H163N23O25 overall.

As for the HOMO energy: -8.399 eV. Its frontier orbital gap is 0.32277 hartree. For the LUMO energy, the calculation gives 0.384 eV.

```
! wB97M-V def2-TZVPD RIJCOSX def2/J DEFGRID3
* xyz 0 1
C -2.99 3.98 3.26
O -1.95 4.63 3.41
N -3.43 3.20 4.28
N -3.60 3.86 2.10
H -4.39 2.98 4.04
H -3.40 3.70 5.18
H -4.37 3.19 2.03
H -3.38 4.47 1.34
C -1.19 5.85 -0.14
O -1.10 5.76 -1.35
N -0.28 5.32 0.75
N -2.24 6.48 0.49
H -0.66 5.35 1.77
H 0.63 4.96 0.52
H -3.09 6.66 0.00
H -2.42 6.26 1.46
C -3.32 -1.19 -1.31
O -4.55 -0.97 -1.42
N -2.35 -0.29 -1.58
N -2.93 -2.35 -0.62
H -2.56 0.46 -2.20
H -1.40 -0.45 -1.31
H -3.71 -2.87 -0.16
H -2.02 -2.55 -0.29
C 3.87 5.91 -4.65
O 4.26 6.78 -3.90
N 2.51 5.68 -4.86
N 4.71 5.07 -5.38
H 2.22 5.11 -5.66
H 1.92 6.46 -4.46
H 4.36 4.33 -5.96
H 5.69 5.10 -5.08
C 4.25 -4.00 -1.19
O 3.54 -3.22 -1.79
N 4.47 -5.24 -1.72
N 4.87 -3.67 -0.02
H 4.20 -5.30 -2.69
H 5.13 -5.91 -1.36
H 4.91 -2.67 0.24
H 5.27 -4.39 0.51
C -2.32 -1.56 -4.71
O -1.66 -0.50 -4.85
N -3.68 -1.64 -4.79
N -1.71 -2.73 -4.40
H -4.12 -2.49 -5.13
H -4.23 -0.77 -4.82
H -2.27 -3.55 -4.38
H -0.75 -2.88 -4.66
C 1.66 2.53 -6.42
O 2.78 3.02 -6.51
N 1.37 1.66 -5.40
N 0.67 2.80 -7.32
H 0.40 1.34 -5.24
H 1.88 1.81 -4.55
H 0.84 3.54 -8.01
H -0.27 2.66 -7.08
C 2.10 3.88 6.71
O 1.18 2.93 7.20
C 0.08 2.90 6.23
C -0.99 1.96 6.88
N -0.62 0.54 6.73
C -1.47 -0.33 7.48
C -1.00 -1.79 7.29
O 0.02 -2.19 8.23
C 0.36 -3.50 7.97
H 2.37 3.64 5.66
H 2.99 3.88 7.35
H 1.57 4.82 6.75
H 0.49 2.52 5.27
H -0.32 3.90 6.05
H -2.00 1.94 6.49
H -1.01 2.29 7.89
H 0.38 0.48 6.95
H -2.47 -0.24 7.07
H -1.59 -0.28 8.59
H -0.63 -1.93 6.25
H -1.86 -2.42 7.55
H -0.35 -4.23 8.29
H 1.31 -3.79 8.43
H 0.47 -3.73 6.84
C -4.11 2.96 -3.05
O -2.98 2.20 -3.12
C -1.74 2.88 -3.33
C -1.63 3.54 -4.72
N -1.80 2.55 -5.81
C -3.12 2.67 -6.60
C -3.20 1.86 -7.83
O -4.50 2.07 -8.29
C -4.79 1.41 -9.46
H -4.09 3.55 -2.09
H -5.02 2.39 -2.83
H -4.26 3.65 -3.87
H -1.08 1.99 -3.37
H -1.38 3.43 -2.47
H -0.70 4.02 -4.85
H -2.37 4.32 -4.88
H -1.75 1.63 -5.45
H -3.30 3.75 -6.89
H -4.01 2.38 -6.07
H -3.01 0.78 -7.64
H -2.41 2.14 -8.62
H -4.06 1.63 -10.23
H -5.74 1.77 -9.77
H -4.92 0.29 -9.46
C -9.14 1.20 -0.44
O -8.04 1.63 0.29
C -6.88 1.16 -0.36
C -5.64 1.81 0.28
N -5.48 1.60 1.73
C -4.59 0.48 2.13
C -5.36 -0.44 3.08
O -4.45 -1.13 3.88
C -4.98 -1.48 5.08
H -10.09 1.24 0.09
H -9.06 0.16 -0.74
H -9.23 1.79 -1.37
H -6.88 1.38 -1.41
H -6.84 0.05 -0.12
H -5.73 2.91 0.14
H -4.71 1.45 -0.18
H -6.36 1.43 2.15
H -3.67 0.82 2.64
H -4.36 -0.19 1.24
H -5.98 -1.14 2.53
H -6.01 0.21 3.66
H -5.30 -0.62 5.68
H -4.26 -2.07 5.71
H -5.86 -2.05 4.95
C 5.87 -0.90 2.62
O 4.93 -1.05 1.63
C 3.68 -0.45 1.84
C 2.82 -1.19 2.95
N 3.26 -0.84 4.28
C 3.14 0.61 4.76
C 3.43 0.63 6.23
O 2.58 -0.31 6.92
C 2.53 -0.08 8.31
H 6.01 -1.72 3.31
H 5.77 0.03 3.25
H 6.84 -0.83 2.16
H 3.19 -0.56 0.86
H 3.83 0.57 2.17
H 2.72 -2.25 2.80
H 1.75 -0.93 2.80
H 2.75 -1.36 4.99
H 2.08 1.01 4.69
H 3.80 1.29 4.24
H 3.38 1.64 6.71
H 4.47 0.28 6.38
H 2.21 0.92 8.53
H 3.48 -0.20 8.83
H 1.82 -0.86 8.78
C -0.99 -2.01 3.01
O -0.51 -3.18 3.66
C -0.70 -4.38 2.85
C -0.92 -5.62 3.76
N -2.27 -5.41 4.32
C -2.59 -6.39 5.34
C -4.05 -6.39 5.72
O -4.42 -5.12 6.24
C -5.81 -5.16 6.67
H -2.10 -2.00 3.05
H -0.70 -1.90 1.97
H -0.63 -1.14 3.59
H 0.23 -4.65 2.37
H -1.45 -4.27 2.07
H -0.12 -5.62 4.49
H -0.78 -6.52 3.11
H -2.35 -4.50 4.70
H -2.06 -6.23 6.29
H -2.34 -7.43 5.07
H -4.18 -7.23 6.46
H -4.69 -6.61 4.89
H -6.07 -4.12 6.76
H -5.89 -5.61 7.68
H -6.43 -5.65 5.88
C 7.35 -0.85 -5.44
O 6.64 -1.96 -5.93
C 5.74 -1.63 -6.98
C 4.52 -0.95 -6.37
N 3.78 -1.81 -5.46
C 2.36 -1.77 -5.51
C 1.81 -2.96 -6.31
O 0.43 -2.93 -6.55
C -0.06 -1.89 -7.45
H 8.11 -1.08 -4.69
H 6.67 -0.14 -4.92
H 7.82 -0.28 -6.24
H 5.50 -2.65 -7.34
H 6.27 -1.02 -7.74
H 3.84 -0.67 -7.17
H 4.78 0.04 -5.93
H 4.16 -1.69 -4.57
H 2.03 -0.80 -5.88
H 2.06 -1.87 -4.45
H 2.04 -3.87 -5.84
H 2.37 -2.96 -7.28
H -1.12 -2.01 -7.56
H 0.43 -2.07 -8.45
H 0.21 -0.89 -7.12
C 4.07 3.58 2.76
O 4.76 3.26 1.52
C 3.84 2.82 0.54
C 3.77 3.96 -0.47
N 3.11 5.14 0.04
C 3.18 6.32 -0.89
C 4.50 6.95 -1.00
O 4.80 7.31 0.37
C 6.08 7.83 0.51
H 4.84 3.87 3.44
H 3.52 2.82 3.28
H 3.51 4.50 2.68
H 2.87 2.54 0.88
H 4.37 2.06 -0.08
H 3.33 3.68 -1.43
H 4.78 4.10 -0.87
H 3.63 5.49 0.80
H 2.41 6.97 -0.51
H 2.77 5.93 -1.77
H 4.52 7.87 -1.60
H 5.25 6.29 -1.38
H 6.18 8.91 0.32
H 6.83 7.34 -0.16
H 6.48 7.63 1.53
C -0.24 1.40 2.74
O 0.57 1.25 1.58
C -0.19 1.61 0.42
C 0.60 1.43 -0.81
N 0.83 -0.03 -0.94
C 1.61 -0.47 -2.06
C 3.08 -0.16 -2.14
O 3.35 1.11 -2.62
C 4.68 1.22 -3.09
H -1.27 1.00 2.57
H -0.41 2.44 2.90
H 0.28 0.92 3.56
H -0.56 2.69 0.51
H -1.02 0.86 0.38
H 1.55 1.97 -0.82
H 0.07 1.77 -1.71
H 1.19 -0.36 -0.01
H 1.07 -0.06 -2.93
H 1.54 -1.56 -2.22
H 3.59 -0.95 -2.72
H 3.55 -0.38 -1.15
H 4.81 2.31 -3.34
H 4.88 0.58 -3.94
H 5.45 0.98 -2.34
C -2.94 -9.39 -0.15
O -2.12 -8.81 -1.17
C -2.50 -7.46 -1.44
C -2.11 -6.35 -0.40
N -0.68 -6.38 -0.01
C 0.27 -5.79 -0.92
C 0.13 -4.28 -1.36
O -0.06 -3.29 -0.32
C 1.21 -2.98 0.30
H -2.71 -10.48 -0.27
H -4.04 -9.19 -0.30
H -2.57 -8.99 0.85
H -3.54 -7.43 -1.63
H -1.95 -7.29 -2.37
H -2.61 -6.59 0.54
H -2.43 -5.38 -0.77
H -0.68 -5.92 0.89
H 0.12 -6.33 -1.79
H 1.28 -6.01 -0.64
H -0.75 -4.15 -2.01
H 1.09 -4.15 -1.91
H 1.09 -2.27 1.18
H 1.99 -2.59 -0.33
H 1.60 -3.90 0.78
*
```

--- ii ---
ORCA calculation (ωB97M-V/def2-TZVPD) on a 16-piece molecular cluster, C61H163N23O25 overall.

As for the HOMO energy: -7.939 eV. Its frontier orbital gap is 0.28696 hartree. For the LUMO energy, the calculation gives -0.131 eV.

```
! wB97M-V def2-TZVPD RIJCOSX def2/J DEFGRID3
* xyz 0 1
C 29.83 9.32 18.43
O 29.98 10.72 18.21
C 30.36 11.39 19.44
C 31.93 11.38 19.77
N 32.66 12.30 18.81
C 34.06 12.61 19.18
C 34.61 13.68 18.18
O 34.43 13.28 16.78
C 35.49 12.46 16.23
H 29.82 8.85 17.45
H 28.90 9.28 18.99
H 30.57 8.76 18.99
H 29.73 11.13 20.29
H 30.18 12.44 19.22
H 32.35 10.37 19.82
H 32.19 11.75 20.76
H 32.71 11.80 17.94
H 34.57 11.65 19.07
H 34.14 12.88 20.23
H 35.64 13.92 18.44
H 34.07 14.57 18.49
H 36.40 13.02 16.44
H 35.34 12.15 15.19
H 35.65 11.62 16.91
C 27.23 16.18 24.00
O 28.64 15.94 23.97
C 29.17 15.39 25.12
C 30.71 15.42 25.02
N 31.18 16.75 24.55
C 31.32 17.78 25.58
C 30.12 18.65 25.78
O 30.01 19.65 24.81
C 29.99 19.33 23.42
H 26.65 15.38 24.46
H 26.77 16.09 23.02
H 27.00 17.15 24.43
H 28.72 14.42 25.36
H 28.89 16.09 25.90
H 30.95 14.81 24.15
H 31.17 15.08 25.94
H 30.34 17.05 24.07
H 32.23 18.33 25.34
H 31.44 17.41 26.60
H 30.06 19.10 26.77
H 29.20 18.13 25.51
H 30.82 18.75 23.02
H 29.90 20.25 22.84
H 29.13 18.69 23.21
C 36.46 18.91 20.07
O 35.67 18.75 18.87
C 35.72 17.49 18.21
C 35.10 17.46 16.82
N 33.68 17.43 16.74
C 33.01 18.42 17.66
C 31.42 18.37 17.59
O 30.96 17.06 17.98
C 29.57 16.89 17.90
H 37.52 18.81 19.80
H 36.19 18.10 20.74
H 36.23 19.87 20.52
H 35.37 16.69 18.86
H 36.77 17.27 18.00
H 35.62 16.69 16.26
H 35.52 18.30 16.27
H 33.30 16.52 16.91
H 33.40 19.39 17.35
H 33.18 18.31 18.73
H 31.06 18.53 16.58
H 31.02 19.13 18.27
H 29.02 17.13 18.80
H 29.44 15.83 17.70
H 29.06 17.41 17.08
C 27.18 10.56 16.62
O 26.06 10.25 15.81
C 24.82 10.49 16.55
C 23.65 10.25 15.61
N 23.39 11.33 14.59
C 24.50 11.47 13.64
C 24.71 10.16 12.84
O 25.65 10.41 11.75
C 27.02 10.52 12.16
H 28.10 10.51 16.05
H 27.17 9.95 17.52
H 27.04 11.53 17.10
H 24.92 11.48 17.01
H 24.82 9.62 17.21
H 22.66 10.13 16.07
H 23.78 9.31 15.07
H 23.27 12.19 15.10
H 25.42 11.78 14.14
H 24.24 12.25 12.92
H 23.85 9.82 12.27
H 24.93 9.28 13.45
H 27.68 10.82 11.35
H 27.35 9.67 12.75
H 27.21 11.31 12.89
C 22.12 15.46 22.99
O 23.15 15.99 22.17
C 22.98 15.67 20.82
C 24.10 16.37 19.89
N 25.47 15.95 20.16
C 25.83 14.64 19.54
C 27.17 14.14 20.01
O 27.03 14.00 21.46
C 28.17 13.37 21.96
H 21.18 15.99 23.04
H 22.46 15.33 24.02
H 21.83 14.46 22.67
H 21.98 15.92 20.46
H 23.15 14.59 20.86
H 23.96 17.45 19.89
H 23.86 15.97 18.91
H 25.63 15.85 21.15
H 25.75 14.62 18.45
H 25.06 13.92 19.82
H 27.96 14.86 19.77
H 27.31 13.25 19.41
H 29.13 13.74 21.60
H 28.35 12.35 21.60
H 28.30 13.44 23.04
C 20.92 18.46 24.90
O 20.73 18.38 26.29
C 19.38 18.66 26.62
C 19.32 18.62 28.10
N 18.00 19.13 28.49
C 17.75 18.92 29.93
C 18.56 19.88 30.76
O 18.36 19.62 32.18
C 19.08 20.49 33.05
H 21.95 18.19 24.66
H 20.63 19.36 24.36
H 20.50 17.64 24.31
H 18.75 17.91 26.14
H 19.12 19.68 26.33
H 20.09 19.29 28.50
H 19.56 17.58 28.35
H 17.23 18.70 28.00
H 18.07 17.91 30.17
H 16.69 19.12 30.11
H 18.10 20.85 30.63
H 19.62 19.92 30.52
H 18.93 20.06 34.04
H 18.81 21.54 32.99
H 20.16 20.47 32.87
C 24.07 8.10 29.09
O 22.78 8.48 28.64
C 22.03 9.12 29.76
C 20.58 9.36 29.44
N 20.18 10.59 28.75
C 20.82 10.88 27.56
C 20.20 12.01 26.83
O 20.33 13.18 27.70
C 20.63 14.38 27.05
H 24.66 7.77 28.23
H 23.85 7.20 29.66
H 24.67 8.80 29.68
H 22.61 10.01 30.03
H 22.12 8.42 30.59
H 20.06 9.35 30.40
H 20.24 8.58 28.76
H 20.30 11.38 29.38
H 20.82 10.05 26.86
H 21.90 11.06 27.65
H 19.22 11.80 26.40
H 20.82 12.13 25.95
H 19.93 14.76 26.30
H 21.61 14.42 26.56
H 20.65 15.08 27.88
C 17.98 15.18 24.33
O 16.76 15.96 24.49
C 15.72 15.39 23.77
C 15.69 15.88 22.33
N 15.04 17.19 22.13
C 14.94 17.42 20.73
C 13.88 18.50 20.48
O 14.40 19.81 20.99
C 13.48 20.78 21.04
H 18.83 15.71 24.75
H 18.31 15.11 23.29
H 18.00 14.17 24.74
H 14.75 15.71 24.15
H 15.84 14.31 23.70
H 15.05 15.08 21.95
H 16.67 15.84 21.86
H 15.62 17.93 22.50
H 14.70 16.49 20.23
H 15.83 17.92 20.35
H 12.92 18.34 20.97
H 13.85 18.59 19.39
H 13.65 21.59 21.75
H 12.51 20.38 21.31
H 13.49 21.24 20.05
C 31.42 11.75 24.42
O 30.12 11.84 25.01
C 29.23 10.80 24.69
C 27.92 11.02 25.46
N 27.02 9.89 25.18
C 25.87 9.94 26.17
C 24.81 10.86 25.76
O 25.24 12.28 25.84
C 24.18 13.07 25.41
H 31.33 11.70 23.33
H 31.98 10.83 24.59
H 32.07 12.59 24.67
H 29.68 9.85 24.99
H 29.11 10.76 23.61
H 27.55 11.85 24.85
H 28.11 11.24 26.51
H 27.47 9.01 25.39
H 26.15 10.04 27.22
H 25.36 8.98 26.11
H 23.92 10.73 26.37
H 24.55 10.50 24.76
H 24.38 14.11 25.66
H 23.18 12.86 25.78
H 24.17 12.92 24.33
C 26.35 19.46 21.88
O 25.52 19.04 22.63
N 26.87 18.90 20.80
N 26.88 20.61 22.06
H 26.55 17.96 20.60
H 27.62 19.39 20.33
H 27.45 20.86 21.26
H 26.63 21.37 22.68
C 25.48 10.28 21.78
O 25.04 10.24 20.65
N 25.65 11.32 22.50
N 25.92 9.25 22.51
H 25.88 11.24 23.48
H 25.76 12.21 22.03
H 26.21 9.42 23.46
H 25.72 8.31 22.19
C 21.84 12.21 20.07
O 21.07 13.13 19.99
N 21.88 11.42 21.09
N 22.62 11.90 19.08
H 21.10 11.50 21.72
H 22.57 10.69 21.03
H 22.67 12.52 18.29
H 23.36 11.28 19.38
C 21.56 19.12 21.36
O 20.81 18.21 21.59
N 21.18 20.20 20.87
N 22.83 19.32 21.67
H 20.19 20.38 20.77
H 21.89 20.92 20.78
H 23.32 20.16 21.40
H 23.39 18.57 22.05
C 22.48 14.52 16.87
O 23.05 13.45 16.95
N 21.48 14.81 17.68
N 22.87 15.46 16.13
H 21.07 15.73 17.67
H 21.39 14.22 18.50
H 22.29 16.24 15.82
H 23.83 15.37 15.85
C 31.61 15.00 21.15
O 31.96 14.13 21.85
N 31.64 15.07 19.86
N 31.05 16.09 21.63
H 32.07 14.29 19.38
H 31.25 15.85 19.34
H 30.52 16.77 21.11
H 30.82 16.08 22.61
C 18.75 16.39 19.77
O 17.90 15.83 19.09
N 19.49 15.81 20.63
N 18.97 17.70 19.57
H 20.26 16.34 21.00
H 19.65 14.83 20.43
H 19.63 18.08 20.23
H 18.29 18.24 19.05
*
```

Out of the structures above, which one is the most stable? Solution: i.